(1)
{"formula": "C34H90N4O16", "method": "ωB97M-V with the def2-TZVPD basis set", "gap_ev": 9.139, "multiplicity": 1, "energy_ha": -2772.03855, "e_above_lowest_ev": 0.000, "homo_ha": -0.31063, "symbols": ["C", "O", "C", "C", "N", "C", "C", "O", "C", "H", "H", "H", "H", "H", "H", "H", "H", "H", "H", "H", "H", "H", "H", "H", "C", "O", "C", "C", "N", "C", "C", "O", "C", "H", "H", "H", "H", "H", "H", "H", "H", "H", "H", "H", "H", "H", "H", "H", "C", "O", "C", "C", "N", "C", "C", "O", "C", "H", "H", "H", "H", "H", "H", "H", "H", "H", "H", "H", "H", "H", "H", "H", "C", "O", "C", "C", "N", "C", "C", "O", "C", "H", "H", "H", "H", "H", "H", "H", "H", "H", "H", "H", "H", "H", "H", "H", "O", "C", "C", "O", "H", "H", "H", "H", "H", "H", "O", "C", "C", "O", "H", "H", "H", "H", "H", "H", "O", "C", "C", "O", "H", "H", "H", "H", "H", "H", "C", "C", "O", "H", "H", "H", "H", "H", "H", "C", "C", "O", "H", "H", "H", "H", "H", "H"], "positions_angstrom": [[9.259, 20.671, 12.859], [10.251, 19.781, 12.499], [9.897, 18.469, 12.816], [10.059, 18.087, 14.264], [11.477, 18.083, 14.690], [11.575, 17.730, 16.084], [12.942, 17.671, 16.584], [13.418, 19.035, 16.389], [13.523, 19.701, 17.614], [9.623, 21.698, 12.633], [8.990, 20.644, 13.941], [8.312, 20.604, 12.313], [10.562, 17.845, 12.215], [8.897, 18.209, 12.449], [9.718, 17.055, 14.345], [9.488, 18.790, 14.911], [11.905, 18.990, 14.537], [11.091, 16.775, 16.211], [10.960, 18.355, 16.786], [13.593, 16.941, 16.083], [12.930, 17.417, 17.681], [13.730, 20.740, 17.353], [14.381, 19.428, 18.224], [12.610, 19.715, 18.214], [23.150, 19.043, 8.179], [22.142, 18.943, 9.165], [22.674, 18.996, 10.475], [21.596, 19.118, 11.516], [22.220, 19.128, 12.857], [21.166, 19.321, 13.937], [21.841, 19.055, 15.240], [20.777, 19.009, 16.232], [21.231, 18.588, 17.511], [23.916, 18.247, 8.274], [23.731, 19.954, 8.286], [22.642, 18.996, 7.226], [23.324, 19.892, 10.572], [23.232, 18.087, 10.665], [20.941, 18.218, 11.574], [20.934, 19.986, 11.305], [22.794, 19.974, 12.960], [20.435, 18.512, 13.817], [20.641, 20.257, 13.900], [22.585, 19.832, 15.426], [22.404, 18.112, 15.190], [20.424, 18.736, 18.199], [22.064, 19.178, 17.900], [21.523, 17.539, 17.573], [14.174, 14.684, 14.038], [15.516, 14.216, 13.908], [15.588, 12.811, 14.163], [16.955, 12.386, 14.613], [17.249, 12.949, 15.956], [18.499, 12.454, 16.474], [18.539, 11.025, 16.972], [18.707, 10.135, 15.859], [18.652, 8.802, 16.207], [13.867, 14.736, 15.099], [13.427, 14.048, 13.519], [14.139, 15.681, 13.623], [15.226, 12.291, 13.233], [14.929, 12.599, 14.989], [17.756, 12.505, 13.880], [16.864, 11.310, 14.757], [17.235, 13.982, 15.913], [18.769, 13.086, 17.359], [19.326, 12.563, 15.743], [17.537, 10.880, 17.424], [19.404, 10.941, 17.646], [18.939, 8.181, 15.350], [17.641, 8.439, 16.402], [19.308, 8.580, 17.050], [22.056, 15.634, 13.528], [20.815, 15.801, 12.864], [19.727, 15.325, 13.638], [18.500, 15.541, 12.841], [18.459, 16.923, 12.329], [17.322, 17.097, 11.375], [17.470, 18.347, 10.656], [18.576, 18.266, 9.788], [18.745, 19.489, 9.093], [22.230, 14.572, 13.795], [22.158, 16.255, 14.463], [22.845, 15.963, 12.893], [19.682, 15.888, 14.555], [19.839, 14.218, 13.798], [17.616, 15.403, 13.442], [18.524, 14.861, 11.965], [19.288, 17.257, 11.824], [16.359, 17.096, 11.935], [17.238, 16.251, 10.655], [17.687, 19.156, 11.368], [16.517, 18.607, 10.195], [18.050, 19.618, 8.263], [19.729, 19.407, 8.603], [18.813, 20.327, 9.767], [17.491, 17.783, 19.392], [16.640, 16.700, 19.084], [17.373, 15.517, 18.429], [17.601, 15.656, 17.039], [17.779, 18.212, 18.570], [16.280, 16.446, 20.091], [15.786, 16.998, 18.466], [16.774, 14.660, 18.480], [18.327, 15.438, 18.971], [17.868, 16.573, 16.852], [17.649, 19.012, 14.070], [16.647, 18.387, 14.856], [16.661, 18.879, 16.244], [17.924, 18.430, 16.848], [18.123, 18.301, 13.547], [15.654, 18.396, 14.390], [16.880, 17.321, 14.930], [15.831, 18.408, 16.778], [16.572, 19.965, 16.330], [18.700, 18.845, 16.351], [13.872, 17.994, 13.073], [13.954, 19.060, 12.144], [14.011, 20.409, 12.794], [12.858, 20.712, 13.545], [12.983, 17.976, 13.550], [14.903, 18.945, 11.634], [13.146, 18.975, 11.394], [14.174, 21.169, 12.005], [14.854, 20.330, 13.470], [12.097, 20.455, 13.005], [18.215, 20.873, 19.427], [16.844, 20.765, 20.217], [17.126, 20.822, 21.587], [18.902, 20.091, 19.795], [18.696, 21.855, 19.547], [18.019, 20.676, 18.349], [16.355, 19.818, 20.006], [16.160, 21.566, 19.932], [17.411, 19.925, 21.840], [15.292, 22.806, 15.727], [15.701, 22.803, 17.212], [14.791, 23.511, 18.057], [15.924, 22.159, 15.108], [15.300, 23.812, 15.341], [14.263, 22.525, 15.530], [16.728, 23.194, 17.333], [15.773, 21.790, 17.621], [15.324, 24.062, 18.665]]}

=====

(2)
{"formula": "C54H150F2N25O17P8Ti", "method": "ωB97M-V with the def2-TZVPD basis set", "gap_ev": [3.055, 7.717], "multiplicity": 4, "energy_ha": -8575.58301, "homo_ha": [-0.10743, -0.27905], "symbols": ["Ti", "N", "O", "O", "O", "C", "C", "O", "C", "O", "O", "F", "H", "H", "H", "C", "C", "O", "C", "O", "O", "F", "H", "H", "H", "O", "P", "N", "C", "C", "N", "C", "C", "N", "C", "C", "H", "H", "H", "H", "H", "H", "H", "H", "H", "H", "H", "H", "H", "H", "H", "H", "H", "H", "O", "P", "N", "C", "C", "N", "C", "C", "N", "C", "C", "H", "H", "H", "H", "H", "H", "H", "H", "H", "H", "H", "H", "H", "H", "H", "H", "H", "H", "O", "P", "N", "C", "C", "N", "C", "C", "N", "C", "C", "H", "H", "H", "H", "H", "H", "H", "H", "H", "H", "H", "H", "H", "H", "H", "H", "H", "H", "O", "P", "N", "C", "C", "N", "C", "C", "N", "C", "C", "H", "H", "H", "H", "H", "H", "H", "H", "H", "H", "H", "H", "H", "H", "H", "H", "H", "H", "O", "P", "N", "C", "C", "N", "C", "C", "N", "C", "C", "H", "H", "H", "H", "H", "H", "H", "H", "H", "H", "H", "H", "H", "H", "H", "H", "H", "H", "O", "P", "N", "C", "C", "N", "C", "C", "N", "C", "C", "H", "H", "H", "H", "H", "H", "H", "H", "H", "H", "H", "H", "H", "H", "H", "H", "H", "H", "O", "P", "N", "C", "C", "N", "C", "C", "N", "C", "C", "H", "H", "H", "H", "H", "H", "H", "H", "H", "H", "H", "H", "H", "H", "H", "H", "H", "H", "O", "P", "N", "C", "C", "N", "C", "C", "N", "C", "C", "H", "H", "H", "H", "H", "H", "H", "H", "H", "H", "H", "H", "H", "H", "H", "H", "H", "H"], "positions_angstrom": [[-0.428, 2.730, 0.424], [0.465, 0.480, -0.894], [1.232, -0.321, -1.390], [0.154, 1.426, -1.573], [0.032, 0.369, 0.258], [2.865, -0.184, -3.805], [4.060, 0.049, -2.884], [4.837, 1.006, -3.675], [4.555, 0.847, -4.990], [5.113, 1.367, -5.955], [3.475, 0.053, -5.084], [4.588, -1.167, -2.733], [2.099, 0.575, -3.648], [2.498, -1.211, -3.793], [3.598, 0.411, -1.965], [3.073, -3.743, -1.930], [2.982, -5.059, -1.098], [2.906, -5.951, -2.126], [2.562, -5.400, -3.304], [2.356, -6.023, -4.397], [2.418, -4.104, -3.114], [1.811, -5.126, -0.424], [4.107, -3.459, -2.125], [2.535, -2.911, -1.476], [3.787, -5.323, -0.411], [-3.174, 1.542, 0.739], [-4.280, 1.068, -0.162], [-4.361, -0.661, -0.092], [-3.244, -1.480, -0.666], [-4.971, -1.228, 1.102], [-4.220, 1.483, -1.799], [-3.363, 2.595, -2.260], [-5.191, 0.969, -2.733], [-5.788, 1.747, 0.334], [-5.860, 3.203, 0.563], [-7.025, 1.153, -0.255], [-3.505, -2.537, -0.714], [-2.388, -1.195, -0.054], [-3.096, -1.219, -1.714], [-5.716, -0.552, 1.523], [-4.197, -1.477, 1.828], [-5.499, -2.151, 0.863], [-3.668, 3.488, -1.714], [-2.298, 2.504, -2.044], [-3.499, 2.680, -3.338], [-6.056, 1.631, -2.716], [-4.852, 0.845, -3.761], [-5.495, -0.054, -2.509], [-5.150, 3.546, 1.316], [-5.557, 3.773, -0.316], [-6.844, 3.565, 0.862], [-7.739, 1.040, 0.561], [-6.803, 0.159, -0.644], [-7.355, 1.707, -1.134], [-1.003, 4.782, -0.591], [-1.186, 6.255, -0.885], [-2.837, 6.708, -0.587], [-3.628, 7.711, -1.364], [-3.567, 5.917, 0.434], [-0.987, 6.709, -2.538], [-0.809, 8.113, -3.048], [-0.896, 5.661, -3.521], [-0.268, 7.231, 0.094], [-0.627, 7.465, 1.508], [1.234, 7.334, -0.128], [-3.753, 7.278, -2.357], [-3.117, 8.673, -1.402], [-4.636, 7.826, -0.965], [-2.950, 5.912, 1.332], [-3.751, 4.878, 0.160], [-4.460, 6.488, 0.691], [-0.247, 8.716, -2.334], [-0.302, 8.011, -4.007], [-1.724, 8.622, -3.351], [-1.839, 5.129, -3.400], [-0.888, 6.056, -4.537], [-0.109, 4.923, -3.364], [-0.754, 6.477, 1.950], [0.134, 8.063, 2.009], [-1.586, 7.978, 1.429], [1.620, 8.346, -0.251], [1.455, 6.873, -1.091], [1.823, 6.785, 0.607], [-1.250, 3.161, 2.580], [-1.410, 2.806, 4.025], [-0.076, 1.877, 4.665], [-0.161, 1.250, 5.997], [1.281, 2.011, 4.089], [-2.721, 1.696, 4.150], [-4.093, 2.237, 4.105], [-2.547, 0.270, 3.734], [-1.724, 4.065, 5.149], [-2.322, 3.862, 6.477], [-1.140, 5.361, 4.929], [-1.214, 1.032, 6.177], [0.144, 1.909, 6.810], [0.434, 0.357, 6.188], [1.992, 1.735, 4.867], [1.493, 3.038, 3.792], [1.484, 1.412, 3.201], [-4.303, 2.862, 3.237], [-4.867, 1.471, 4.159], [-4.293, 2.848, 4.985], [-3.129, -0.290, 4.466], [-3.077, 0.117, 2.794], [-1.501, -0.038, 3.722], [-2.832, 4.758, 6.829], [-3.093, 3.090, 6.487], [-1.493, 3.625, 7.144], [-0.152, 5.265, 4.478], [-0.876, 5.814, 5.885], [-1.801, 6.027, 4.375], [5.786, -3.672, -0.473], [6.311, -3.214, 0.811], [7.217, -4.368, 1.609], [8.358, -4.890, 0.939], [7.355, -4.359, 3.031], [4.988, -2.880, 1.826], [4.341, -1.610, 1.842], [4.119, -4.026, 2.030], [7.122, -1.710, 0.766], [8.058, -1.292, 1.883], [7.494, -1.086, -0.444], [9.252, -4.305, 1.156], [8.162, -4.970, -0.130], [8.533, -5.957, 1.077], [8.326, -4.015, 3.386], [7.196, -5.345, 3.467], [6.660, -3.627, 3.443], [3.587, -1.616, 1.055], [3.868, -1.383, 2.797], [5.010, -0.770, 1.656], [4.566, -5.020, 2.022], [3.439, -3.924, 2.876], [3.320, -4.038, 1.288], [8.085, -0.207, 1.987], [7.751, -1.750, 2.823], [9.050, -1.681, 1.655], [7.688, -0.018, -0.340], [6.731, -1.102, -1.223], [8.329, -1.647, -0.862], [1.697, 3.442, 1.083], [3.117, 3.715, 0.793], [3.655, 5.140, 1.686], [4.964, 5.651, 1.448], [2.859, 5.622, 2.875], [3.384, 4.026, -0.908], [2.266, 4.128, -1.838], [4.725, 4.373, -1.549], [4.215, 2.464, 1.176], [4.416, 2.104, 2.620], [4.483, 1.342, 0.240], [4.883, 6.387, 0.648], [5.615, 4.948, 0.928], [5.469, 6.135, 2.283], [2.870, 6.706, 2.761], [3.420, 5.255, 3.735], [1.842, 5.245, 2.769], [2.691, 4.595, -2.727], [1.897, 3.159, -2.172], [1.482, 4.734, -1.383], [4.730, 4.058, -2.592], [4.920, 5.441, -1.445], [5.465, 3.822, -0.969], [4.382, 2.988, 3.256], [3.680, 1.323, 2.811], [5.427, 1.796, 2.891], [3.543, 0.811, 0.089], [5.364, 0.809, 0.596], [4.765, 1.715, -0.744], [-3.306, -5.683, -3.805], [-2.666, -6.083, -2.520], [-1.441, -7.260, -2.705], [-1.094, -7.830, -4.048], [-0.744, -7.926, -1.661], [-3.794, -6.825, -1.431], [-4.091, -8.224, -1.381], [-4.865, -5.975, -0.934], [-1.800, -4.920, -1.633], [-1.068, -3.780, -2.207], [-1.694, -5.013, -0.149], [-0.060, -8.168, -3.972], [-1.139, -7.062, -4.820], [-1.808, -8.618, -4.286], [-0.091, -7.226, -1.140], [-0.283, -8.820, -2.081], [-1.563, -8.262, -1.025], [-3.418, -8.839, -0.783], [-5.004, -8.391, -0.808], [-4.279, -8.613, -2.381], [-4.603, -4.925, -0.805], [-5.647, -6.029, -1.691], [-5.155, -6.237, 0.084], [-1.818, -3.015, -2.407], [-0.411, -3.344, -1.455], [-0.515, -4.033, -3.111], [-2.666, -4.800, 0.296], [-0.985, -4.317, 0.300], [-1.468, -6.040, 0.135], [-0.870, -0.415, -8.642], [-1.504, 0.000, -7.348], [-0.956, 1.501, -6.819], [-0.993, 1.977, -5.502], [-0.870, 2.584, -7.788], [-1.212, -1.258, -6.172], [-0.021, -1.280, -5.466], [-1.973, -2.545, -6.229], [-3.173, 0.303, -7.259], [-3.753, 0.711, -6.010], [-4.134, -0.077, -8.303], [-1.845, 2.636, -5.337], [-0.058, 2.470, -5.240], [-1.146, 1.149, -4.809], [-0.197, 3.430, -7.646], [-1.806, 3.130, -7.904], [-0.708, 2.153, -8.776], [-0.043, -0.581, -4.630], [0.214, -2.234, -4.996], [0.830, -0.953, -6.064], [-1.459, -3.233, -6.900], [-1.968, -3.054, -5.265], [-3.006, -2.458, -6.567], [-4.723, 0.237, -5.860], [-3.197, 0.259, -5.189], [-3.813, 1.793, -5.893], [-3.752, -0.547, -9.209], [-4.720, 0.783, -8.628], [-4.820, -0.816, -7.889], [-0.128, -5.944, 5.035], [-0.517, -4.504, 5.249], [0.619, -3.621, 6.145], [1.589, -4.201, 7.092], [0.594, -2.129, 6.264], [-1.996, -4.309, 6.157], [-2.515, -3.031, 6.506], [-3.006, -5.411, 6.395], [-0.718, -3.666, 3.789], [-2.016, -3.709, 3.071], [0.378, -3.079, 2.979], [1.458, -3.836, 8.110], [2.565, -3.851, 6.755], [1.652, -5.289, 7.079], [-0.043, -1.779, 7.076], [0.224, -1.655, 5.355], [1.592, -1.693, 6.321], [-2.230, -2.248, 5.803], [-3.599, -2.995, 6.612], [-2.186, -2.754, 7.508], [-2.650, -6.414, 6.159], [-3.381, -5.462, 7.417], [-3.862, -5.200, 5.754], [-2.113, -2.953, 2.292], [-2.184, -4.673, 2.591], [-2.837, -3.522, 3.764], [1.336, -3.107, 3.500], [0.080, -2.105, 2.590], [0.540, -3.747, 2.133]]}

=====

Sequential maximum force output: 2.7; 5.9 eV/A